Here is an isolated ion of composition CHCl2N2O2 and charge -1 in a non-equilibrium geometry from the Open Molecules 2025 dataset. Energies are from ωB97M-V/def2-TZVPD.

Cartesian coordinates (Å):
1 Cl -0.9617 -0.0102 -2.2341
2 O -1.5449 -0.4846 1.1786
3 H 0.4137 -0.2682 -0.1926
4 Cl 1.0434 1.7706 -1.3715
5 N -0.9510 1.3471 0.1504
6 C -0.1777 0.6796 -0.7665
7 O -2.3866 1.3730 1.7836
8 N -1.6394 0.7383 1.0351

Properties
SMILES string: [O-][N+]([O-])=NC(Cl)Cl
Relative energy (zero: lowest compared OMol25 entry of this formula, charge and spin) in kJ/mol: 58.2
Energy in eV: -33171.3803
2S+1: 1
Net charge: -1



Here is a 2-piece molecular cluster, CHCl2NO overall in a non-equilibrium geometry from the Open Molecules 2025 dataset. Energies are from ωB97M-V/def2-TZVPD.

Cartesian coordinates (Å):
1 Cl -1.6527 2.1407 0.7661
2 C -1.1170 0.6027 0.6097
3 H 3.0179 -0.8400 -0.6235
4 Cl 2.2141 0.1362 -0.7217
5 O -1.1519 -1.5719 -0.1997
6 N -1.3105 -0.4676 0.1691

Properties
SMILES string: [O-][N+]#CCl.Cl
Relative energy (zero: lowest compared OMol25 entry of this formula, charge and spin) in kJ/mol: 117.3
Energy in eV: -29632.1029
2S+1: 1
Net charge: 0



Here is CHCl2NO in the gas phase in a non-equilibrium geometry from the Open Molecules 2025 dataset. Energies are from ωB97M-V/def2-TZVPD.

Cartesian coordinates (Å):
1 O -2.0757 -0.0325 -0.1919
2 C 0.1752 -0.6402 -0.1750
3 Cl 1.2652 -1.9017 0.0681
4 N -1.0085 -1.1139 -0.1675
5 Cl -3.5882 -0.7693 0.0264
6 H 0.6769 0.3897 -0.2139

Properties
SMILES string: Cl/C=N/OCl
Relative energy (zero: lowest compared OMol25 entry of this formula, charge and spin) in kJ/mol: 179.4
Energy in eV: -29631.4596
2S+1: 1
Net charge: 0



Here is a 2-piece molecular cluster, CHCl2NOS overall in a non-equilibrium geometry from the Open Molecules 2025 dataset. Energies are from ωB97M-V/def2-TZVPD.

Cartesian coordinates (Å):
1 C 1.2503 0.4693 -0.8987
2 N 1.6002 0.0700 0.1988
3 S -2.3569 -0.7042 0.8896
4 Cl -1.3746 1.0262 1.0129
5 H 1.1356 0.3083 0.9783
6 Cl -1.2220 -1.9361 -0.1883
7 O 0.9675 0.7665 -1.9927

Properties
SMILES string: ClSCl.N=C=O
Relative energy (zero: lowest compared OMol25 entry of this formula, charge and spin) in kJ/mol: 33.3
Energy in eV: -40470.4327
2S+1: 1
Net charge: 0



Here is CHCl2O2P as an isolated structure in a non-equilibrium geometry from the Open Molecules 2025 dataset. Energies are from ωB97M-V/def2-TZVPD.

Cartesian coordinates (Å):
1 C -0.5783 0.3579 -0.3030
2 O 1.8215 -0.6346 0.1188
3 O 1.4216 0.0433 1.3268
4 H 0.0229 1.1442 -0.5990
5 Cl -0.9240 -0.6164 -1.8216
6 P 0.3315 -0.9154 0.6590
7 Cl -2.0951 0.6211 0.6190

Properties
Relative energy (zero: lowest compared OMol25 entry of this formula, charge and spin) in kJ/mol: 333.0
Energy in eV: -39478.6978
2S+1: 1
Net charge: 0



Here is a 2-piece molecular cluster, CHCl2P overall in a non-equilibrium geometry from the Open Molecules 2025 dataset. Energies are from ωB97M-V/def2-TZVPD.

Cartesian coordinates (Å):
1 P -0.5533 1.4050 0.5523
2 C -3.4754 -1.8812 -1.1124
3 Cl -2.0843 -1.9394 -0.1056
4 H -0.1007 1.3945 1.8660
5 Cl -3.1303 -2.3100 -2.6442

Properties
Relative energy (zero: lowest compared OMol25 entry of this formula, charge and spin) in kJ/mol: 524.8
Energy in eV: -35380.8442
2S+1: 1
Net charge: 0



Here is CHCl3 in the gas phase in a non-equilibrium geometry from the Open Molecules 2025 dataset. Energies are from ωB97M-V/def2-TZVPD.

Cartesian coordinates (Å):
1 Cl 0.5018 0.7808 1.5041
2 Cl 1.0926 -0.9287 -0.9749
3 H -0.8103 -0.9283 0.3193
4 C -0.0792 -0.1516 0.0948
5 Cl -0.7049 1.2278 -0.9433

Properties
SMILES string: ClC(Cl)Cl
Relative energy (zero: lowest compared OMol25 entry of this formula, charge and spin) in kJ/mol: 39.0
Energy in eV: -38619.9504
2S+1: 1
Net charge: 0



Here is CHCl4N3 in the gas phase in a non-equilibrium geometry from the Open Molecules 2025 dataset. Energies are from ωB97M-V/def2-TZVPD.

Cartesian coordinates (Å):
1 N 2.3398 0.7978 -0.2808
2 Cl 3.9215 -0.6903 1.1395
3 Cl 0.0565 2.3137 -0.6239
4 H -0.6480 0.5544 1.4034
5 Cl 2.9430 -1.5220 -1.4340
6 C 0.7903 1.1044 0.2939
7 N 0.3189 0.3729 1.1576
8 Cl 3.0544 2.2408 0.3363
9 N 3.3176 -0.2305 -0.4730

Properties
SMILES string: [H]/N=C(\Cl)N(Cl)N(Cl)Cl
Relative energy (zero: lowest compared OMol25 entry of this formula, charge and spin) in kJ/mol: 0.0
Energy in eV: -55607.1865
2S+1: 1
Net charge: 0



What did the seventh record say?
Here is CHCl3 in the gas phase in a non-equilibrium geometry from the Open Molecules 2025 dataset. Energies are from ωB97M-V/def2-TZVPD.

Cartesian coordinates (Å):
1 Cl 0.5018 0.7808 1.5041
2 Cl 1.0926 -0.9287 -0.9749
3 H -0.8103 -0.9283 0.3193
4 C -0.0792 -0.1516 0.0948
5 Cl -0.7049 1.2278 -0.9433

Properties
SMILES string: ClC(Cl)Cl
Relative energy (zero: lowest compared OMol25 entry of this formula, charge and spin) in kJ/mol: 39.0
Energy in eV: -38619.9504
2S+1: 1
Net charge: 0



What is the formula in the eighth record?
CHCl4N3